Computed, not measured: a cluster of 11 separate species, C22H44Cl22 in total in a non-equilibrium geometry, with the ωB97M-V functional and the def2-TZVPD basis.

Calculated values
HOMO energy: -10.2443 eV
max |F|: 1.30 eV Å⁻¹
frontier orbital gap: 10.326 eV
ΔE to the lowest compared entry with this formula, charge and spin: 7.1 kcal per mole
SMILES: ClCCCl.ClCCCl.ClCCCl.ClCCCl.ClCCCl.ClCCCl.ClCCCl.ClCCCl.ClCCCl.ClCCCl.ClCCCl
DFT total energy: -299024.418 eV

```
88
Properties=species:S:1:pos:R:3:forces:R:3:mulliken_charge:R:1
Cl -7.475475 1.331939 -2.238283 -0.1 -0.1 0.1 -0.21
C -6.145310 1.454844 -3.402765 0.6 0.1 0.0 -0.52
C -4.836253 1.036270 -2.770338 0.0 0.1 0.6 -0.28
Cl -3.519106 1.315942 -3.939380 -0.2 -0.7 -0.1 -0.21
H -6.053321 2.498536 -3.682360 -0.2 0.1 -0.2 0.30
H -6.359102 0.842596 -4.269470 -0.2 0.0 -0.1 0.36
H -4.792194 -0.001102 -2.455221 -0.1 -0.2 -0.2 0.43
H -4.631740 1.655079 -1.895937 0.0 0.0 -0.1 0.14
Cl 3.529045 -3.331602 4.021454 0.0 0.1 0.1 -0.20
C 3.247684 -1.647890 3.505462 -0.6 -0.1 -0.3 0.42
C 1.927933 -1.101441 4.024471 0.5 0.4 0.1 -0.59
Cl 0.528775 -1.921342 3.293333 -0.1 -0.2 0.1 -0.08
H 3.221468 -1.655918 2.415242 0.1 0.0 0.1 -0.44
H 4.078405 -1.037606 3.833589 0.1 0.1 0.2 0.29
H 1.862608 -0.043710 3.750588 0.0 -0.1 -0.1 0.14
H 1.836675 -1.170202 5.106211 0.0 -0.2 0.0 0.44
Cl -3.519778 -1.383191 1.959966 0.0 0.2 0.0 -0.03
C -4.409185 -2.510034 3.004953 -0.3 -0.3 0.2 -0.63
C -3.469178 -3.401333 3.780898 0.2 0.3 0.2 -0.34
Cl -2.561541 -4.521607 2.735410 0.0 0.0 0.0 -0.17
H -5.093447 -3.065597 2.368594 0.1 -0.1 -0.1 0.35
H -5.026107 -1.942539 3.704756 0.2 0.1 0.0 0.30
H -3.996568 -3.991660 4.525254 -0.2 -0.1 -0.1 0.36
H -2.744338 -2.783442 4.314746 0.0 -0.1 -0.1 0.16
Cl -0.455795 2.183840 3.155156 0.0 0.0 0.0 -0.15
C -1.609697 1.108754 4.031962 0.2 0.0 -0.8 -0.05
C -1.489016 1.296252 5.512297 -0.7 -0.3 0.1 -0.42
Cl -2.403293 2.700581 6.115695 0.2 0.2 -0.1 -0.20
H -1.359782 0.092054 3.739087 0.2 0.0 0.1 -0.28
H -2.578013 1.317554 3.589683 -0.2 0.1 0.4 0.43
H -0.449582 1.389103 5.795670 0.1 0.1 0.2 0.31
H -1.944838 0.438311 6.004994 0.2 -0.1 0.0 0.33
Cl 0.146063 -1.845012 -1.279068 0.2 0.0 0.5 -0.16
C -0.082305 -0.798852 0.166933 -0.2 -0.4 -0.1 0.71
C -0.490770 0.580822 -0.252562 0.0 0.3 0.1 0.45
Cl -2.220862 0.632397 -0.666099 -0.2 -0.2 0.0 -0.12
H 0.832522 -0.816558 0.746574 0.2 0.1 -0.1 -0.53
H -0.846379 -1.302057 0.749789 -0.1 0.1 0.1 0.20
H 0.056027 0.929994 -1.121348 0.0 -0.1 -0.1 -0.52
H -0.338452 1.317034 0.532601 0.0 -0.2 0.2 0.02
Cl 3.295005 0.428773 0.042412 -0.1 0.1 0.8 0.17
C 4.591653 1.644224 0.007314 -0.3 0.1 -0.5 -0.56
C 5.901137 1.038667 0.346099 0.8 -0.3 0.3 -0.56
Cl 5.994163 0.606601 2.079220 0.0 0.0 0.1 -0.20
H 4.355298 2.452907 0.686768 -0.2 0.1 0.1 0.13
H 4.624711 2.028215 -1.010303 0.0 0.1 -0.1 0.36
H 6.706059 1.743122 0.145607 0.0 0.1 0.1 0.41
H 6.104539 0.126563 -0.203293 -0.1 -0.1 -0.2 0.32
Cl 4.618067 -1.250147 -3.774772 0.1 0.2 0.2 -0.23
C 3.124273 -1.058919 -2.805195 -0.1 0.1 -0.5 0.84
C 2.478137 0.298144 -2.942468 0.1 0.2 -0.4 0.70
Cl 2.209248 0.831891 -4.624889 0.1 -0.2 -0.1 -0.17
H 3.391988 -1.222283 -1.768374 -0.1 -0.1 -0.2 -0.51
H 2.439014 -1.817113 -3.159422 0.0 -0.2 0.1 0.03
H 3.070228 1.076499 -2.480564 0.0 0.1 0.0 0.01
H 1.491317 0.264645 -2.489298 0.1 0.0 0.1 -0.80
Cl 1.709905 -6.985105 0.292628 0.1 0.0 0.0 -0.22
C 2.245336 -5.363819 0.846299 0.2 -0.1 -0.6 -0.25
C 2.508651 -4.502662 -0.387085 -0.8 -0.3 0.4 -0.33
Cl 3.118939 -2.909897 0.109883 0.3 0.0 0.2 -0.07
H 3.145525 -5.502298 1.437263 -0.1 0.1 0.1 0.30
H 1.425179 -4.982971 1.438669 0.1 0.3 0.2 0.16
H 1.562166 -4.328306 -0.897491 0.1 0.0 -0.1 -0.04
H 3.213328 -4.959325 -1.069355 0.2 0.0 0.0 0.42
Cl -3.761085 4.349291 -1.878206 0.2 0.2 0.0 -0.21
C -2.058153 3.846384 -2.181561 -0.1 -0.3 1.3 0.74
C -1.774433 3.871567 -3.624681 0.2 0.2 -0.8 -0.57
Cl -0.204865 3.061911 -3.926422 -0.1 0.0 0.0 -0.11
H -1.986745 2.834010 -1.794084 0.0 0.1 0.0 -0.67
H -1.392171 4.481722 -1.607822 -0.1 0.2 0.1 0.18
H -1.702251 4.883614 -3.995726 0.0 0.2 -0.2 0.38
H -2.550234 3.309605 -4.125945 0.3 0.3 -0.3 0.22
Cl 0.778871 6.581879 -0.312947 -0.1 0.0 0.1 -0.19
C 2.181090 5.747778 0.433687 0.1 0.6 -1.1 -0.52
C 1.831923 4.365742 0.867984 -0.1 -0.5 0.7 -0.42
Cl 1.355984 3.341534 -0.509539 0.1 0.2 0.0 0.02
H 2.544328 6.411915 1.208159 0.0 -0.2 0.4 0.41
H 2.928057 5.726377 -0.359995 0.1 -0.1 0.1 0.27
H 1.023591 4.342614 1.598297 -0.1 0.1 -0.2 0.20
H 2.682763 3.886733 1.356093 0.1 0.1 -0.2 0.21
Cl 0.150289 -2.364216 -4.693288 -0.1 -0.1 0.0 -0.17
C -1.452935 -2.153133 -3.917649 -0.1 0.2 -0.3 -0.01
C -1.965182 -3.490689 -3.456467 0.4 0.0 0.0 -0.19
Cl -3.532295 -3.263031 -2.645361 -0.1 0.0 0.1 -0.20
H -2.114334 -1.695745 -4.642911 -0.1 0.0 -0.2 0.39
H -1.315603 -1.478716 -3.082548 -0.1 0.1 -0.1 -0.23
H -1.265294 -3.931863 -2.751674 -0.1 0.0 0.1 0.07
H -2.090959 -4.171896 -4.289581 -0.2 -0.1 -0.1 0.40
```
Positions in Å, forces in eV/Å.

Computed, not measured: a cluster of 3 separate species, C22H44ClO7 in total in a non-equilibrium geometry, with the ωB97M-V functional and the def2-TZVPD basis.

Calculated values
HOMO energy: -2.2195 eV
max |F|: 7.61 eV Å⁻¹
frontier orbital gap: 4.629 eV
total charge: -1
DFT total energy: -50370.633 eV

```
74
Properties=species:S:1:pos:R:3:forces:R:3:mulliken_charge:R:1
C -1.900760 1.043350 0.285245 -0.1 3.2 -6.9 -0.70
C -1.721355 1.692764 -0.952117 -1.2 -3.7 6.0 0.29
C -1.450263 2.075575 -2.557501 -1.2 0.2 2.1 -0.34
C -2.763434 2.797488 -3.225794 0.4 0.6 0.3 -0.43
C -3.920390 3.260306 -2.161056 -1.4 0.9 -1.2 -0.77
C -3.482857 4.585606 -1.239704 1.1 -1.9 -1.3 -0.04
Cl -3.960648 4.152901 0.509243 0.2 1.0 -1.1 -0.27
O -0.368160 3.084693 -2.667772 1.0 -1.5 1.1 -0.20
C 0.882239 2.613261 -2.053275 0.8 1.0 -0.2 -0.24
C 1.142141 3.576887 -0.728795 -0.8 -0.1 0.3 -0.21
C 1.921653 4.979587 -1.062470 -0.1 0.9 0.1 -0.37
C 1.663559 5.581021 -2.565357 0.3 -0.2 -0.9 -0.78
H -2.427097 0.533871 1.228086 1.7 1.6 -2.7 -0.02
H -2.378814 3.793219 -3.759643 -0.7 -2.0 1.1 0.16
H -3.208950 2.137167 -4.113717 0.7 1.3 2.1 0.24
H -4.836824 3.652904 -2.818070 1.7 -0.9 1.3 0.33
H -4.366288 2.384647 -1.506047 1.4 1.9 -1.2 0.33
H -3.953474 5.581980 -1.638319 0.8 -2.0 1.2 0.34
H -2.309825 4.606110 -1.272653 -2.3 0.2 0.3 -0.02
H 1.751713 2.807605 -2.848052 -1.7 -0.3 1.6 -0.05
H 0.920273 1.466118 -1.818593 -0.6 2.2 -0.3 0.25
H 0.065061 3.883843 -0.318676 2.3 -0.9 -1.0 0.10
H 1.648653 2.981703 0.171437 -0.8 1.3 -2.0 0.27
H 1.492356 5.792905 -0.301557 1.2 -1.8 -1.5 0.26
H 3.105032 4.906341 -0.922978 -2.6 0.1 -0.2 0.21
H 2.316269 4.947563 -3.333561 -1.4 1.4 1.5 0.19
H 1.981256 6.717912 -2.696776 -0.5 -2.4 0.6 0.32
H 0.552822 5.512361 -2.939710 2.1 -0.1 1.0 0.14
C 1.606952 -0.789963 -5.263481 0.1 -0.2 0.2 -0.75
O 2.855480 -1.213893 -4.739420 0.1 0.1 0.2 -0.29
C 3.589090 -0.133234 -4.155527 0.0 -0.7 -0.2 -0.22
C 4.737078 -0.669734 -3.298116 -0.4 0.3 0.2 -0.50
O 4.311801 -1.070273 -1.989273 0.0 -0.4 -0.4 -0.47
C 3.600811 -2.313571 -1.925936 0.4 0.1 0.2 -0.39
C 4.519031 -3.529213 -2.081337 -0.4 0.2 -0.6 -0.59
O 4.781097 -3.781073 -3.463751 0.3 -0.1 0.1 -0.23
C 5.853381 -4.691266 -3.646726 -0.4 0.4 -0.1 -0.78
H 1.751309 -0.022684 -6.028786 -0.1 0.1 0.0 0.30
H 1.114800 -1.654406 -5.716570 0.2 0.1 0.1 0.23
H 0.969338 -0.410434 -4.459556 -0.1 0.2 -0.1 0.32
H 2.922754 0.481556 -3.539582 0.1 0.0 0.0 0.03
H 3.993269 0.473278 -4.972437 0.1 0.2 0.0 0.50
H 5.445812 0.148990 -3.133790 -0.1 0.0 0.1 0.42
H 5.283870 -1.471041 -3.798786 -0.2 -0.1 -0.1 0.19
H 2.771399 -2.331774 -2.635577 0.2 -0.1 -0.1 0.22
H 3.164620 -2.345717 -0.921470 0.1 0.0 -0.1 0.38
H 4.023475 -4.415250 -1.669587 0.0 0.0 0.2 0.44
H 5.459539 -3.354172 -1.546692 0.0 0.0 0.1 0.33
H 6.781746 -4.269861 -3.248367 0.1 -0.1 0.1 0.31
H 5.981987 -4.861381 -4.718861 -0.1 0.1 0.1 0.23
H 5.634419 -5.643844 -3.162873 0.1 -0.2 0.1 0.31
C -3.380661 -3.677372 8.428000 0.2 0.4 -0.4 -0.77
O -2.833656 -3.124227 7.241412 -0.2 -0.3 0.1 -0.23
C -2.302185 -4.130090 6.373819 0.0 0.8 0.0 -0.59
C -2.054641 -3.554096 4.978178 -0.4 -0.3 0.0 -0.41
O -3.242531 -3.510262 4.177329 0.1 0.2 0.4 -0.47
C -4.171763 -2.470364 4.509665 0.2 0.1 -0.5 -0.47
C -3.710198 -1.089808 4.034181 0.1 0.0 0.7 -0.41
O -2.786759 -0.525284 4.967858 0.0 -0.2 -0.1 -0.29
C -2.105946 0.598041 4.432732 0.0 -0.2 0.1 -0.72
H -2.619133 -4.235655 8.979037 0.0 -0.1 0.1 0.31
H -3.740686 -2.856642 9.053740 0.1 0.0 -0.1 0.23
H -4.227857 -4.326077 8.186483 0.0 -0.2 0.1 0.32
H -2.998938 -4.973641 6.308119 0.0 0.0 -0.1 0.34
H -1.354992 -4.472163 6.803204 0.1 -0.2 0.0 0.44
H -1.374851 -4.231296 4.450067 -0.2 0.0 0.0 0.38
H -1.567742 -2.577803 5.017253 -0.1 0.0 0.2 0.21
H -4.411316 -2.479187 5.574739 0.2 0.2 0.0 0.20
H -5.092042 -2.722894 3.971555 0.2 0.0 0.0 0.40
H -4.573530 -0.418241 3.972274 -0.1 0.0 -0.2 0.45
H -3.241366 -1.175224 3.047297 -0.1 -0.1 0.0 0.24
H -1.500367 0.300303 3.570897 -0.1 0.1 -0.1 0.29
H -1.440428 0.996783 5.202824 -0.2 -0.1 0.0 0.26
H -2.815356 1.374471 4.144016 0.0 0.1 -0.2 0.30
```
Positions in Å, forces in eV/Å.